Computed, not measured: a cluster of 16 separate species, C72H120N16 in total, with wB97M-V/def2-TZVPD.

Last column: Mulliken charge in e.
Geometry (Å):
H -2.0398 -0.0104 4.7985  0.4084
C -2.1590 -5.4840 -1.7802  -0.3342
C -0.4527 1.8796 -4.7702  1.1158
C -4.2151 -0.9241 3.3825  -0.6289
H -2.2235 -2.5275 5.5673  0.2973
H -1.9902 1.3598 -0.3809  -0.4295
N -5.1049 5.8524 5.0861  0.0279
C 3.9725 0.8421 -6.4930  -1.0437
H -4.2847 -6.3784 -1.9819  0.5966
N 4.8388 -0.5978 5.1373  -0.0368
H 2.9674 0.3298 5.7216  0.5139
H -2.5466 5.3775 2.9560  0.4465
C 1.3340 -3.7435 3.9081  -0.3562
C -4.4645 5.9452 3.7480  -0.7468
H 4.4991 -1.9271 -0.8410  0.3156
H 6.4616 -0.7367 0.5300  0.6415
H 0.3394 1.7474 -0.3406  -0.2676
C -1.6940 2.1225 4.9423  -0.9404
H 2.6264 4.4617 -3.6918  0.4834
H -2.6493 4.9801 4.6686  0.3691
H -4.8129 3.8515 5.2519  -0.1721
C -0.9469 2.8560 -7.6360  -1.3558
H 6.4657 -1.0658 3.9458  0.4747
C -3.2315 -1.4966 2.6729  -0.6702
C 2.0729 3.7442 -4.2975  -0.5667
H -1.0209 -5.9549 3.6020  0.9926
H 2.1772 -3.1470 3.5924  0.5461
C -3.0385 -3.8182 -0.2436  -1.0748
H 2.8535 3.2013 1.7521  0.7688
H -3.7488 -3.7375 0.5793  0.5853
C 0.6335 -4.7009 3.2158  -1.1535
H 4.4893 -5.3107 -3.9734  0.4069
H -1.4661 1.9091 -7.4875  0.1951
H 2.0970 2.7803 -3.7892  -0.0783
C 3.7164 0.0305 -5.4404  0.1030
C -4.0765 1.2884 -0.5441  -0.7086
C -5.6384 4.5504 5.3874  0.2684
C 5.5664 -2.0653 -0.9314  -0.6628
C -0.0672 -3.3756 -5.0077  0.2216
H 5.3537 -0.7877 5.9852  0.1929
H 5.4653 -3.4266 -2.5068  0.0968
C 5.7266 -0.4904 -6.1324  -0.8518
C -0.7073 -5.5296 -1.3036  -0.6328
H 6.6473 -0.9986 -6.3782  0.4306
H -2.2547 -6.4317 -2.3102  0.7290
C -1.4189 2.0119 -3.5956  -1.2233
C 7.7472 -1.9070 -0.7717  -1.0812
C -4.4466 2.1655 1.4953  -0.6048
H -4.8067 -4.6855 -2.1515  0.2412
H 5.7389 0.9104 -7.7188  0.2120
H 0.6615 -4.9389 2.1627  0.6501
H 0.9994 2.3774 -6.8195  -0.0118
C -6.1307 4.4394 6.8560  -1.4512
H -0.9825 -4.9557 5.9686  0.4821
H 8.7539 -1.7403 -0.4179  0.4254
H 0.6336 5.0860 -5.0385  0.4020
C 7.4005 -2.8201 -1.8377  -0.7086
C 2.2776 2.5808 1.0655  1.2373
H 5.1372 1.4394 -4.0611  0.2686
H -0.7672 4.2828 -1.2439  0.0189
H 2.1071 -3.0657 -1.1258  1.0648
H -1.2965 -8.1461 1.3422  0.4321
H 0.7012 4.0921 -7.0541  0.5534
H -5.1438 5.5924 2.9719  0.2958
C -0.2408 -1.2231 0.6436  -1.7263
N 5.2696 0.5750 -6.8897  0.0697
H -2.2247 -3.9001 -4.5537  0.6265
H -2.0612 -3.8032 0.2388  0.2523
C 3.2323 -0.1712 3.6257  0.7428
H 1.4700 2.1835 4.1037  0.4883
N -0.1645 3.2034 -5.2895  0.3550
H 6.1287 3.7050 -4.5995  0.3910
C 6.5641 -1.4317 -0.2903  0.2056
C -2.0398 -7.7979 3.4032  -0.6912
H 2.2854 0.0828 3.1726  0.1618
H -0.3819 -4.5487 -0.9568  -0.2455
H 1.6632 1.8985 1.6530  -1.3959
C -3.1727 -5.9420 2.8328  -0.4498
C -0.3122 -4.6383 5.1835  -0.9875
H -0.4250 3.8934 4.6717  0.4463
H -2.2531 2.1711 2.0345  -0.0335
C 6.2821 3.2252 -3.6441  -0.4354
C -4.4404 -5.4380 -1.4532  -0.4723
C 7.0329 3.6710 -2.5898  -0.9537
N -3.1830 -5.1506 -0.7778  0.4667
C -5.5782 -5.6282 -0.5135  -1.3745
H -1.6330 -8.6282 3.9615  0.4366
C 2.7109 5.5067 0.1096  -1.6799
H -5.2114 8.3752 6.3946  0.3203
H 7.1409 2.8473 -0.5672  0.4670
N -2.6059 -6.4318 1.6687  0.6359
H -6.8009 6.7885 4.2444  0.3379
H -0.2573 2.7993 0.9853  -0.9021
C -0.1940 0.1512 0.8768  0.0451
H -2.8926 -6.1883 0.7314  0.1542
H -7.0825 4.9447 7.0200  0.3871
C -3.2246 5.0536 3.7457  -0.5379
H -5.4330 4.8628 7.5785  0.3378
H 0.3527 -0.3468 4.3703  0.7678
H -1.6363 4.6001 0.2663  0.3662
H -3.1178 -1.5335 1.5995  0.5157
H 3.0374 3.8481 -1.2587  0.2343
C 2.2544 4.3297 -0.6730  0.0251
C 0.6836 -3.7391 5.1827  -0.5778
H -2.9741 -1.7616 -0.7975  -0.3715
C -0.5361 2.8198 4.6332  -0.7766
H 3.0146 6.3008 -0.5725  0.4721
N 4.1009 -5.6084 -1.9095  0.1069
H 2.7736 -3.1728 -3.7518  0.8161
H 1.4349 -2.2029 -6.2626  0.5370
H -5.0392 -0.3329 3.0112  0.5543
N -0.3791 -5.2596 3.9551  0.0420
N -2.8707 1.4653 0.1025  0.9151
C -5.0570 1.5807 0.3925  -1.1321
C 0.2352 3.7347 0.7198  1.2133
H -0.5483 -6.1617 -0.4300  0.0378
H -0.4087 -1.9901 1.3851  0.3276
H -0.5961 2.8960 -8.6672  0.4583
H 3.6400 5.3212 0.6485  0.3637
H 4.8030 -1.6957 -4.5582  0.2445
N 6.0544 -2.8355 -1.9377  0.4094
C -0.0435 0.6437 4.5388  -0.8408
H -6.8507 6.6162 5.9987  0.2680
C -1.8941 -7.5713 2.0342  -0.4167
C 3.9208 -4.9653 -3.1225  -1.6526
H -1.7764 1.0697 -3.1802  0.3955
C 3.1098 -3.8247 -2.9591  -0.6025
H 0.5040 4.3264 1.5949  0.7887
N 1.4677 3.3378 0.1084  0.5367
H -4.1531 0.9005 -1.5492  0.5433
H 3.3434 1.5975 -6.9404  0.4429
H 0.1765 4.3046 -3.4924  0.2283
H -5.8721 -4.6516 -0.1286  0.2911
C -2.8853 -6.8562 3.8750  -0.9298
H -4.9370 2.5866 2.3605  0.6518
C -5.5832 8.2548 5.3771  -1.1684
C -1.4498 -3.3055 -5.0145  -1.3070
C 3.4035 -4.8391 -0.9905  -1.4599
H 7.6632 4.5382 -2.4594  0.4110
H -2.1560 -4.7925 -2.6227  -0.1509
H -0.1398 -6.0658 -2.0642  0.5719
N 5.7221 1.9871 -3.4463  0.4207
H -0.1210 -2.3478 -1.2386  0.9525
H 0.9810 -3.1247 6.0196  0.4506
H -6.2231 9.1060 5.1446  0.3642
C -4.0046 -1.3162 4.7258  -0.9398
H 2.7934 -0.1146 -4.8986  0.4908
N -1.7952 -2.1806 -5.7520  0.0803
C 0.4517 1.9188 4.3472  0.0360
H -2.6300 -2.7647 -2.1407  -0.0389
H -6.4061 4.2098 4.6925  0.2471
H 5.5129 0.8938 -1.6639  0.7204
H 1.5000 4.7754 -1.3213  0.1010
H 0.7755 0.0474 -2.1881  1.6942
H -4.7348 -1.0528 5.4767  0.4348
C -3.0731 1.9675 1.3617  0.2126
H -4.0840 6.9282 3.4705  0.4479
H 8.0440 -3.3939 -2.4880  0.4515
H 4.4645 -6.5289 -1.7080  0.2230
H -6.4749 -5.9283 -1.0557  0.4414
C 3.3117 1.7568 0.3337  -0.7774
H -6.1299 1.5656 0.2703  0.4588
H -2.2923 2.6033 -3.8704  0.2901
C -2.7794 -2.0542 4.7715  -0.8702
H 3.2750 -5.1446 0.0374  0.5666
C -0.6493 4.5488 -0.1935  -1.9611
H -0.8940 1.2061 -5.5049  0.0210
C 0.2614 3.1674 -6.6805  -0.2247
H 2.9794 1.3514 -0.6220  0.2722
N 0.2052 0.7504 -0.2504  1.7826
C 6.0107 1.7191 -2.1514  -0.7134
H -6.3491 3.4026 7.1118  0.4383
H -0.3338 0.7011 1.7957  0.0500
H 4.5015 -0.6601 1.9168  0.1348
H -4.3261 -2.5636 -1.5885  0.6157
H 0.5692 -4.1352 -4.5782  0.5553
C 0.6106 4.1501 -4.4803  -1.0749
N -1.3811 0.7516 4.8732  0.0246
C -0.6657 -1.6533 -6.2945  -0.4317
H -3.2676 -6.7408 4.8785  0.4714
C 0.3604 -0.1987 -1.2220  -1.9350
H -0.3252 5.5870 -0.2651  0.5127
H -3.7971 -5.0729 2.6875  0.3824
H -3.3803 4.0190 3.4400  -0.4179
H -0.8768 -0.7922 -6.9113  0.5327
H 2.4789 3.5438 -5.2891  0.4137
C 4.7429 -0.8621 -5.2423  -0.1718
C 5.4189 -0.8052 3.8951  -0.9903
H 0.4508 1.3882 -4.4091  -0.4885
C -3.2894 -2.6887 -1.2761  -0.3815
H -1.7252 3.6189 -7.6180  0.3572
H -4.6715 8.3726 4.7914  0.2835
H -5.3575 -6.3366 0.2849  0.2410
N -2.3752 -2.1977 3.4906  1.6208
H -1.0559 2.5986 -2.7517  -0.2732
C 4.3692 -0.6129 2.9876  -0.3978
C 0.4371 -2.4226 -5.9125  -1.0244
C 6.7420 2.7155 -1.5621  -0.5035
H -2.7420 -1.9441 -6.0124  0.2681
C -0.0417 -1.4031 -0.7211  -1.0620
H 3.5734 0.8716 0.9135  -0.7391
H 4.1655 2.4063 0.1404  0.5920
H -2.6641 2.5252 5.1934  0.4719
C 2.7659 -3.7598 -1.6263  0.4439
H 1.9649 5.8841 0.8091  0.2105
C 3.5695 -0.0781 4.9231  -0.9489
C -6.2018 6.8447 5.1533  -0.3420
H -1.5640 -2.7430 3.2365  -0.3835

As for the energy above the lowest of the compared OMol25 structures with the same formula, charge and spin: 4.8 kcal per mole. The calculation puts the HOMO-LUMO gap at 8.0 eV. The value obtained for the largest force on an atom is 4.2 eV/A.